1.
66
Properties=species:S:1:pos:R:3:forces:R:3 method="wB97M-V/def2-TZVPD" molar_mass_g_mol=908.5 de_lowest_kcal_mol=7.0 energy_ev=-120132.8276 gap_ev=6.033 total_charge=-2
In 0.910 0.019 -0.123 0.1 -0.1 -0.2
C -1.549 1.175 1.424 0.0 0.0 0.0
N -0.236 1.627 0.941 0.0 0.0 0.0
C -0.401 2.656 -0.111 -0.1 0.0 0.1
C 0.760 2.821 -1.102 0.0 0.1 0.0
N 1.124 1.543 -1.677 0.1 0.1 0.0
C 1.661 1.441 -2.892 0.0 0.0 0.0
C 2.080 2.477 -3.763 0.0 0.0 0.0
F 2.021 3.779 -3.379 0.0 0.0 0.0
C 2.607 2.250 -5.021 0.0 -0.1 0.0
F 2.960 3.301 -5.780 0.0 0.1 -0.1
C 2.785 0.972 -5.505 0.0 0.0 0.1
F 3.286 0.752 -6.739 0.0 0.0 0.0
C 2.420 -0.084 -4.682 0.0 0.1 0.0
F 2.586 -1.338 -5.118 0.0 -0.1 0.0
C 1.883 0.148 -3.440 0.1 0.0 -0.1
F 1.568 -0.925 -2.690 0.0 -0.1 0.1
C 0.581 2.038 2.091 -0.1 0.1 0.1
C 2.035 2.352 1.755 -0.1 0.1 0.1
N 2.533 1.401 0.794 0.1 0.0 0.1
C 3.835 1.106 0.786 0.0 0.0 -0.1
C 4.295 0.002 0.023 0.1 0.0 0.0
F 3.390 -0.690 -0.713 -0.1 0.0 0.0
C 5.598 -0.423 -0.043 0.0 0.1 0.1
F 5.920 -1.499 -0.769 0.0 -0.1 -0.1
C 6.590 0.258 0.647 -0.1 0.0 0.0
F 7.876 -0.148 0.603 0.0 0.0 0.0
C 6.216 1.370 1.370 -0.1 0.0 0.0
F 7.157 2.082 2.017 0.1 0.0 0.0
C 4.899 1.785 1.430 0.0 0.0 0.0
F 4.679 2.944 2.106 0.0 0.0 0.0
H -2.065 1.998 1.935 0.0 0.0 0.0
H -1.422 0.344 2.116 0.0 0.0 0.0
H -2.138 0.819 0.586 -0.1 0.0 0.0
H -0.624 3.621 0.369 0.0 0.0 0.0
H -1.275 2.344 -0.683 0.0 0.0 0.0
H 1.611 3.318 -0.629 0.0 0.0 0.0
H 0.374 3.509 -1.858 0.0 0.0 0.0
H 0.547 1.202 2.792 0.1 0.0 0.0
H 0.106 2.905 2.575 0.0 0.0 0.0
H 2.568 2.318 2.711 0.0 0.0 0.0
H 2.110 3.393 1.406 0.0 0.0 0.0
O -1.627 -1.734 -2.932 0.0 0.1 0.0
C -1.522 -1.359 -1.566 0.1 0.0 0.0
O -0.976 -0.172 -1.371 0.0 0.0 0.0
C -0.786 -2.499 -0.884 0.0 0.0 0.0
C -1.114 -3.843 -1.001 0.0 0.0 0.0
C -0.431 -4.754 -0.216 0.0 0.0 0.0
C 0.552 -4.313 0.661 0.1 0.0 0.0
C 0.856 -2.969 0.678 0.1 0.0 0.1
N 0.219 -2.109 -0.114 -0.2 -0.1 0.1
C 1.834 -2.330 1.656 0.0 -0.1 0.0
O 2.542 -3.051 2.348 -0.1 0.0 0.0
O 1.774 -1.052 1.666 0.1 0.0 0.0
H -1.823 -0.905 -3.383 0.0 0.0 0.0
H -1.900 -4.151 -1.675 0.0 0.0 0.0
H -0.695 -5.803 -0.261 0.0 0.0 0.0
H 1.077 -4.971 1.338 0.0 0.0 0.0
O -5.707 -6.039 -1.429 -0.1 0.0 0.0
C -5.108 -5.096 -0.955 0.3 -0.1 0.0
S -4.757 -3.604 -1.813 -0.1 0.0 0.0
C -3.889 -2.782 -0.514 0.0 0.0 -0.1
C -3.707 -3.455 0.657 0.1 0.0 0.3
S -2.878 -3.003 2.086 -0.1 0.0 -0.1
S -4.395 -5.083 0.661 -0.1 0.0 0.0
S -3.275 -1.188 -0.821 -0.1 0.0 0.0

=====

2.
53
Properties=species:S:1:pos:R:3:forces:R:3 method="wB97M-V/def2-TZVPD" molar_mass_g_mol=574.3 multiplicity=3 de_lowest_kcal_mol=22.2 energy_ev=-102877.1847 gap_ev="3.856 / 6.101" s2=2.14 total_charge=-1
Ni 0.284 -0.100 0.148 0.0 0.2 0.2
C -1.389 3.906 0.700 1.7 0.6 0.1
C -0.254 4.744 0.909 -1.3 -0.3 -0.6
C 0.982 4.144 1.073 -1.7 0.9 0.2
C 1.043 2.777 1.035 1.5 -3.8 -0.7
N -0.024 1.938 0.689 1.1 1.4 0.6
C -1.206 2.547 0.552 -0.7 -0.2 0.1
N 2.381 2.256 1.194 -1.4 0.4 0.0
C 2.669 0.993 1.324 0.5 1.7 -0.3
N 1.890 -0.076 1.395 -0.9 -1.0 -0.1
C 2.656 -1.228 1.354 1.2 4.5 0.4
N 2.244 -2.372 1.326 -1.4 -5.5 0.0
C 0.922 -2.844 1.308 2.1 0.0 -0.7
C 0.715 -4.143 1.827 -2.5 1.7 -0.8
C -0.630 -4.529 1.797 1.5 -3.1 1.4
C -1.647 -3.726 1.303 -1.1 -2.0 0.8
C -1.267 -2.590 0.698 -1.3 1.3 -1.7
N -0.008 -2.183 0.611 0.2 1.2 0.8
C 4.104 -0.826 1.334 0.8 0.2 -0.3
C 5.311 -1.516 1.196 0.3 -0.5 -0.5
C 6.522 -0.799 0.968 -2.1 -0.6 0.5
C 6.492 0.578 0.992 -0.5 -0.2 -0.8
C 5.278 1.262 1.099 0.1 -0.8 1.0
C 4.099 0.572 1.302 0.5 -0.8 -0.2
H -2.372 4.277 0.564 -0.7 0.5 -0.1
H -0.373 5.842 0.836 0.1 -0.8 0.3
H 1.861 4.710 1.264 0.6 0.2 0.0
H -2.111 1.947 0.300 1.0 0.2 0.2
H 1.501 -4.771 2.175 0.4 -0.1 0.2
H -0.747 -5.621 2.181 -0.6 2.1 -0.7
H -2.712 -4.042 1.313 1.0 0.3 0.0
H -2.062 -2.026 0.159 0.9 -0.1 0.4
H 5.341 -2.620 1.130 -0.2 0.7 0.2
H 7.403 -1.343 0.711 0.5 -0.2 0.1
H 7.396 1.089 0.728 0.3 0.5 0.2
H 5.266 2.306 1.169 0.0 1.5 -0.3
S -1.171 1.540 -2.430 0.5 -0.6 0.1
C -2.764 0.836 -2.281 0.1 0.1 -0.3
C -3.939 1.578 -2.238 1.0 -1.4 -0.3
C -5.159 0.914 -2.353 -0.8 0.5 0.7
C -6.365 1.650 -2.100 -0.9 0.3 -0.4
N -7.372 2.229 -1.960 1.4 -0.6 0.0
C -5.197 -0.540 -2.490 -0.2 -0.8 -0.1
C -3.960 -1.250 -2.662 0.1 1.7 0.9
C -2.763 -0.591 -2.497 -1.5 -0.7 -0.5
S -1.241 -1.492 -2.604 0.3 1.9 0.3
C -6.430 -1.237 -2.313 -1.3 -0.3 0.3
N -7.487 -1.722 -2.106 2.1 0.7 -0.5
H -3.844 2.643 -2.185 -0.3 0.4 0.2
H -3.911 -2.301 -2.780 -0.4 -0.9 -0.2
N 0.973 0.023 -1.692 -3.1 1.6 -0.9
C -0.352 0.008 -2.050 2.8 -0.5 1.0
H 1.423 -0.821 -1.920 0.6 -1.5 -0.2

=====

3.
63
Properties=species:S:1:pos:R:3:forces:R:3 method="wB97M-V/def2-TZVPD" molar_mass_g_mol=807.2 multiplicity=2 energy_ev=-91096.7932 gap_ev="6.130 / 5.821" s2=0.76 total_charge=+2
C -1.191 -0.037 4.451 1.0 0.3 0.3
C -2.075 0.577 3.574 -1.5 -0.8 0.5
C -2.325 -0.068 2.254 -0.3 0.7 0.1
C -3.192 -1.142 2.175 -0.2 -0.6 -0.4
P -3.904 -1.569 3.749 -0.3 -0.2 0.1
O -3.683 -0.358 4.612 0.4 0.9 0.0
C -3.469 -1.762 0.968 0.2 0.1 0.2
C -2.895 -1.302 -0.214 0.0 0.4 0.3
C -3.260 -2.084 -1.466 -0.4 -0.4 0.7
F -3.172 -3.395 -1.102 0.0 -0.2 0.0
F -2.413 -1.917 -2.472 0.1 0.3 -0.2
C -4.746 -1.937 -1.948 0.7 -0.1 -1.0
F -5.568 -2.460 -1.035 -0.1 0.2 0.5
F -4.814 -2.717 -3.038 0.0 -0.1 -0.2
C -5.232 -0.537 -2.422 -0.6 -0.3 0.1
F -4.431 -0.105 -3.388 0.4 0.3 0.1
F -6.437 -0.745 -2.968 -0.3 -0.2 0.1
C -5.426 0.555 -1.312 -0.4 0.4 -0.5
F -5.547 0.002 -0.100 0.1 -0.2 0.3
F -4.414 1.412 -1.284 0.4 0.0 0.1
F -6.527 1.235 -1.561 -0.1 0.1 0.0
C -2.040 -0.197 -0.138 -0.2 -0.4 -0.1
C -1.741 0.407 1.090 0.0 -0.2 -0.4
C -0.767 1.545 1.112 0.2 -0.4 -0.5
O -0.858 2.430 1.919 0.1 0.2 0.9
C 0.316 1.467 0.096 0.2 0.2 0.3
C 1.584 1.989 0.351 -0.3 0.0 -0.8
C 2.534 1.933 -0.668 0.8 -0.8 0.9
P 4.127 2.766 -0.408 -1.0 2.4 -1.5
N 4.020 4.288 -0.666 -0.1 -0.6 0.4
O 5.287 2.155 -1.272 0.3 -0.6 0.7
O 4.593 2.607 1.170 0.0 -0.9 0.9
C 2.228 1.300 -1.880 0.4 0.5 -0.1
O 3.192 1.208 -2.854 -0.3 -0.6 0.7
C 3.699 -0.117 -2.918 0.0 0.0 0.4
O 3.669 -0.677 -3.942 0.1 -0.5 -1.5
C 4.240 -0.760 -1.684 0.1 0.2 1.0
C 3.407 -1.284 -0.700 -0.2 -0.1 0.1
C 3.940 -1.919 0.415 0.4 0.0 0.3
C 5.318 -2.036 0.580 -0.4 0.4 -0.6
C 6.149 -1.511 -0.406 0.1 -0.1 0.2
C 5.620 -0.877 -1.517 -0.3 0.1 -0.3
C 0.968 0.787 -2.131 -0.1 0.3 0.1
C 0.021 0.888 -1.133 -0.1 -0.2 0.4
C -1.388 0.431 -1.339 0.7 0.2 0.1
O -1.940 0.651 -2.369 -0.6 -0.1 -0.6
H -1.267 -1.089 4.675 0.4 -0.2 -0.4
H -0.402 0.514 4.942 -0.3 0.2 0.4
H -2.557 1.510 3.840 0.6 0.5 -0.4
H -3.213 -2.682 4.262 -0.3 -0.2 -0.2
H -5.257 -1.900 3.583 0.2 -0.2 0.0
H -4.145 -2.603 0.964 0.0 -0.1 -0.2
H 1.779 2.475 1.295 0.0 0.1 0.1
H 3.096 4.595 -0.942 0.1 0.4 0.0
H 5.799 2.921 -1.587 0.0 -0.1 -0.2
H 4.794 3.516 1.453 -0.1 0.2 -0.4
H 2.331 -1.237 -0.801 -0.1 0.0 -0.1
H 3.306 -2.361 1.170 -0.3 0.0 -0.1
H 5.722 -2.549 1.436 0.1 -0.1 0.1
H 7.217 -1.620 -0.299 0.1 0.1 -0.1
H 6.252 -0.459 -2.284 0.3 -0.1 0.0
H 0.733 0.336 -3.082 0.0 0.0 -0.2
Ag 4.358 1.510 3.191 0.2 -0.1 -0.4

=====

4.
54
Properties=species:S:1:pos:R:3:forces:R:3 method="wB97M-V/def2-TZVPD" molar_mass_g_mol=788.9 multiplicity=2 de_lowest_kcal_mol=10.5 energy_ev=-140360.1243 gap_ev="5.520 / 5.540" s2=0.77 total_charge=+1
Ru -0.500 0.114 0.773 -0.5 -0.6 0.5
Cl -0.663 -4.544 5.765 0.0 -0.4 0.3
C -0.711 -3.091 4.862 0.0 0.9 0.2
C -0.751 -1.877 5.545 0.0 -1.6 -0.2
C -0.736 -0.696 4.840 0.0 1.1 -2.1
I -0.780 1.195 5.723 0.0 -0.3 0.2
C -0.689 -0.695 3.422 0.0 -1.6 2.4
O -0.555 0.384 2.745 -0.2 1.6 -2.0
C -0.746 -1.938 2.735 0.1 0.3 0.4
N -0.775 -1.846 1.370 1.3 -2.2 -0.4
C -0.696 -3.012 0.686 -0.2 1.6 0.3
C -0.613 -4.241 1.301 -0.2 -0.8 1.0
C -0.644 -4.344 2.688 0.1 0.5 -0.9
C -0.704 -3.159 3.441 -0.2 0.1 0.4
H -0.785 -1.876 6.624 0.0 0.0 0.0
H -0.700 -2.933 -0.392 0.1 0.0 0.0
H -0.538 -5.133 0.698 0.0 0.0 -0.1
H -0.608 -5.303 3.173 0.0 -0.2 0.1
N -1.028 1.611 -3.127 -0.1 1.5 2.4
C -1.031 0.694 -4.148 0.0 -2.1 -1.7
C -1.014 1.117 -5.482 0.1 0.0 1.0
C -1.058 0.193 -6.502 -0.1 -0.7 -0.2
C -1.119 -1.174 -6.224 0.0 0.6 -0.4
C -1.131 -1.613 -4.918 0.1 0.4 0.7
C -1.080 -0.688 -3.879 0.1 1.1 -0.6
S -1.193 -1.239 -2.224 -0.4 -1.4 -0.1
N -0.769 0.078 -1.299 -0.2 4.2 -0.1
C -0.885 1.356 -1.788 0.3 -4.1 -1.5
C -0.850 2.425 -0.854 0.2 2.6 2.1
C -0.697 3.792 -1.182 -0.2 -1.5 -0.3
C -0.644 4.734 -0.183 -0.1 0.1 0.9
C -0.776 4.331 1.150 -0.1 0.1 -0.9
C -0.926 2.984 1.419 -0.3 0.2 0.3
N -0.941 2.056 0.467 1.5 1.0 -1.7
H -1.115 2.583 -3.395 0.0 -0.3 0.1
H -0.965 2.175 -5.696 0.0 0.1 -0.1
H -1.058 0.529 -7.525 0.0 0.1 -0.1
H -1.169 -1.888 -7.031 0.0 -0.1 -0.1
H -1.192 -2.663 -4.682 0.0 -0.2 0.0
H -0.584 4.096 -2.210 0.0 0.1 -0.1
H -0.500 5.776 -0.424 0.0 0.0 0.0
H -0.755 5.048 1.953 0.0 0.1 0.1
H -1.035 2.628 2.437 0.2 -0.1 -0.1
Br 6.209 0.510 1.068 -0.2 0.0 0.0
C 4.315 0.419 0.931 0.2 0.0 0.0
C 3.730 -0.659 0.280 0.1 0.3 0.1
C 2.350 -0.707 0.159 -0.3 -0.1 0.0
C 1.564 0.301 0.705 -1.2 0.0 0.3
C 2.164 1.358 1.380 -0.2 0.1 -0.2
C 3.543 1.431 1.479 0.2 -0.1 -0.1
H 4.347 -1.447 -0.121 0.1 -0.1 -0.1
H 1.902 -1.552 -0.356 0.0 0.1 0.1
H 1.571 2.140 1.837 0.0 -0.1 0.0
H 4.013 2.261 1.984 0.0 0.0 0.1